[1]
Formula: C2H10O2
Source: the Open Molecules 2025 dataset
Level of theory: ωB97M-V/def2-TZVPD

For the orbital gap, the calculation gives 0.4537 Ha. As for the LUMO energy: 0.809 eV. The calculation puts the HOMO energy at -11.54 eV. As for the SMILES: CC.O.O.

Structure (XYZ):
```
14
Properties=species:S:1:pos:R:3:forces:R:3:lowdin_charge:R:1
H -3.7411 3.1562 -0.4448 -0.40 0.92 0.73 0.055
H 0.1782 -2.5267 3.1135 0.36 -1.16 1.20 -0.003
H 3.0473 -0.0846 -0.6800 0.26 0.79 0.38 0.049
H 1.1516 -0.2126 -2.3313 -0.29 0.82 -0.42 0.033
H 3.3408 -1.7590 -1.0596 0.63 -0.05 0.36 0.056
C 2.5780 -1.0251 -0.8368 0.04 -1.10 -1.52 -0.170
O -4.0559 3.9411 0.0630 0.48 -0.54 -1.52 -0.067
O 0.1040 -1.8485 2.4789 1.51 2.40 -1.41 -0.072
H 2.0595 -1.4365 0.0075 -0.30 0.40 0.66 0.036
C 1.6919 -1.0946 -2.0975 -0.68 -3.30 0.82 -0.169
H -4.1857 3.6462 0.9518 -0.08 -0.38 0.79 0.012
H 2.2599 -1.5527 -2.9645 -0.78 0.99 0.81 0.075
H 0.9041 -1.9049 -1.7847 1.11 1.44 -1.08 0.094
H 0.9815 -1.3486 2.4626 -1.86 -1.23 0.20 0.072
```
Forces are in eV/Å.

[2]
Formula: C2H10O2S2
Source: the Open Molecules 2025 dataset
Level of theory: ωB97M-V/def2-TZVPD

As for the net charge: -1. For the orbital gap (alpha / beta), the calculation gives 0.2452 / 0.1912 Ha. As for the LUMO energy (alpha / beta): 3.447 / 2.023 eV. The calculation puts the HOMO energy (alpha / beta) at -3.22 / -3.18 eV. Its multiplicity is 2. As for the expectation value of S²: 0.7531.

Structure (XYZ):
```
16
Properties=species:S:1:pos:R:3:forces:R:3:lowdin_charge:R:1
H -1.7123 1.1557 -3.5880 -0.17 0.07 0.30 0.008
C 1.2920 -0.6343 -0.9438 2.47 1.24 0.83 -0.529
S -1.5034 0.8423 0.7890 -0.56 0.09 -0.14 0.293
H -1.5303 0.7644 -2.0568 0.49 0.05 -1.05 0.002
H 0.3231 -0.1861 -0.8505 -0.81 -0.25 0.01 -0.057
S 2.1233 -0.6089 0.6788 -0.06 -0.29 0.11 0.517
H 0.5077 0.9465 2.1855 0.09 -0.84 1.48 -0.040
H -0.2243 2.4777 1.8210 0.23 1.51 0.52 -0.027
O -1.1393 0.6899 -2.9745 -0.25 -0.08 0.96 -0.112
H 1.9532 0.0392 -1.5002 -0.46 -0.35 -0.59 0.008
H 1.3816 -1.6577 -1.2489 -0.66 -0.38 -0.47 0.010
H -1.1700 -2.6383 0.8132 0.31 1.33 -1.23 0.044
H 0.7575 1.5420 0.7036 1.28 0.76 -1.62 -0.066
H -1.1401 -1.1079 0.4301 -0.24 0.90 0.46 -0.185
C 0.0323 1.5305 1.4508 -1.44 -0.82 -0.28 -0.663
O -0.9870 -1.9958 0.0700 -0.23 -2.94 0.71 -0.203
```
Forces are in eV/Å.

[3]
Formula: C2H11N2
Source: the Open Molecules 2025 dataset
Level of theory: ωB97M-V/def2-TZVPD

As for the net charge: +1. For the orbital gap, the calculation gives 0.4392 Ha. As for the LUMO energy: -3.310 eV. The calculation puts the HOMO energy at -15.26 eV.

Structure (XYZ):
```
15
Properties=species:S:1:pos:R:3:forces:R:3:lowdin_charge:R:1
H 0.9822 0.9948 -0.8580 0.12 0.02 0.08 0.123
N -1.0072 0.4465 -0.5510 -0.24 0.59 0.95 0.148
H -1.7525 0.7264 0.0848 -0.27 -0.11 -0.02 0.160
H -0.2996 -3.0011 -0.9340 0.00 -0.11 0.23 0.055
C 0.2035 1.2572 -0.1441 0.08 -0.50 -0.56 -0.197
H 0.7769 -2.4631 0.1943 0.32 -0.25 0.21 0.044
H -0.8476 -0.5828 -0.4041 0.30 -0.18 -0.49 0.098
H 0.6878 -1.7890 -1.2994 0.64 -0.04 -0.29 0.039
H -0.2676 1.2405 1.9256 0.03 -0.18 0.17 0.091
C 0.5650 0.9329 1.2891 -0.42 0.89 0.04 -0.063
H 1.4122 1.5312 1.6091 0.16 -0.01 -0.08 0.094
H -0.0915 2.2873 -0.3421 0.26 0.08 0.36 0.131
H 0.7863 -0.1107 1.4575 0.03 -0.26 -0.10 0.071
H -1.3069 0.7155 -1.4829 -0.03 -0.44 -0.26 0.164
N 0.1593 -2.1855 -0.5448 -0.99 0.47 -0.24 0.043
```
Forces are in eV/Å.

[4]
Formula: C2H11N2O2
Source: the Open Molecules 2025 dataset
Level of theory: ωB97M-V/def2-TZVPD

For the orbital gap (alpha / beta), the calculation gives 0.1767 / 0.3048 Ha. As for the LUMO energy (alpha / beta): 0.388 / 0.384 eV. The calculation puts the HOMO energy (alpha / beta) at -4.42 / -7.91 eV. Its multiplicity is 2. As for the expectation value of S²: 0.7532.

Structure (XYZ):
```
17
Properties=species:S:1:pos:R:3:forces:R:3:lowdin_charge:R:1
H -2.8131 1.6318 0.9627 -0.08 -0.27 0.48 0.065
C 0.3599 -1.2562 1.9493 0.46 -0.78 -0.16 -0.150
H 1.1354 -1.1618 2.7139 0.03 0.00 0.16 0.068
H 2.2443 -0.7014 -4.0251 0.01 -0.04 -0.10 0.048
N -1.8343 1.4349 0.8909 -0.10 0.86 -0.98 0.025
O 1.8455 -1.0499 -3.2250 -0.09 -0.12 0.24 -0.042
H 1.7120 -1.9935 -3.3698 0.05 0.14 -0.07 0.054
H 0.6231 0.4168 0.6355 0.14 -0.23 -0.06 0.081
O 0.1496 0.6100 -1.4044 -0.05 0.35 -0.09 -0.063
C -1.1123 0.6451 1.7603 0.77 -0.62 0.82 -0.285
H -1.5920 0.0710 2.5395 -0.54 0.29 -0.08 0.075
N 0.0219 -0.0325 1.2963 -1.12 -0.08 0.41 -0.124
H -0.5094 -1.7414 2.3955 -0.20 0.53 0.26 0.070
H 0.6661 -0.0673 -1.8621 0.10 0.19 -0.23 0.009
H 0.6651 -2.0626 1.2715 0.41 0.36 -0.35 0.070
H 0.5313 1.4646 -1.6337 0.11 -0.23 -0.23 0.053
H -1.4916 1.5495 -0.0477 0.09 -0.33 -0.01 0.046
```
Forces are in eV/Å.

Sequential ΔE to the lowest compared entry with this formula, charge and spin output: 75.7; 68.4; 23.5; 52.3 kJ/mol